[1]
{
  "formula": "C28H33Br7KMgO17P",
  "method": "wB97M-V/def2-TZVPD",
  "species": ["C", "C", "O", "C", "C", "C", "C", "C", "C", "C", "O", "C", "C", "C", "C", "C", "C", "C", "O", "H", "H", "H", "H", "H", "H", "H", "H", "H", "H", "H", "H", "C", "Br", "Br", "Br", "H", "C", "C", "O", "C", "O", "O", "H", "H", "H", "H", "C", "C", "O", "C", "O", "O", "H", "H", "H", "H", "C", "Br", "Br", "Br", "H", "O", "H", "Mg", "C", "O", "O", "O", "H", "K", "Br", "C", "O", "P", "O", "O", "C", "O", "C", "H", "H", "H", "H", "H", "H", "H", "H", "H"],
  "positions_angstrom": [[-0.267, 0.957, 0.012], [-1.722, 0.253, -0.393], [-1.393, -1.079, -0.922], [-1.959, -2.164, -0.106], [-1.967, -2.261, 1.531], [-2.618, -3.577, 2.322], [-3.275, -4.868, 1.518], [-3.256, -4.782, -0.131], [-2.623, -3.457, -0.933], [-2.693, -3.508, -2.603], [-3.062, -2.447, -3.341], [-2.317, -5.003, -3.253], [-1.410, -5.147, -4.612], [-1.067, -6.694, -5.122], [-1.620, -8.025, -4.294], [-2.579, -7.859, -2.947], [-2.916, -6.336, -2.440], [-3.841, -6.027, -1.082], [-4.956, -6.718, -0.807], [0.321, 0.193, 0.703], [0.349, 1.044, -1.008], [-0.403, 2.011, 0.520], [-2.157, 0.930, -1.271], [-2.503, 0.266, 0.478], [-1.493, -1.413, 2.187], [-2.600, -3.658, 3.497], [-3.741, -5.816, 2.027], [-1.007, -4.208, -5.218], [-0.408, -6.858, -6.102], [-1.351, -9.114, -4.641], [-2.993, -8.783, -2.322], [2.743, 0.477, -3.635], [2.119, 0.907, -5.426], [3.650, 1.983, -2.803], [1.309, -0.213, -2.515], [3.482, -0.325, -3.737], [-2.628, -0.910, -6.448], [-4.004, -0.469, -6.827], [-3.783, 0.349, -7.960], [-2.594, -0.040, -8.505], [-2.176, 0.336, -9.587], [-1.934, -0.906, -7.682], [-2.619, -1.909, -6.002], [-2.137, -0.210, -5.765], [-4.647, -1.307, -7.116], [-4.494, 0.097, -6.030], [-4.784, -7.424, 6.023], [-4.677, -7.698, 4.558], [-3.651, -6.820, 4.136], [-2.888, -6.545, 5.234], [-1.820, -5.956, 5.200], [-3.475, -7.015, 6.373], [-5.078, -8.309, 6.592], [-5.480, -6.609, 6.246], [-4.371, -8.728, 4.347], [-5.610, -7.489, 4.027], [6.705, 2.695, -0.136], [7.580, 1.230, -1.069], [7.766, 3.335, 1.364], [6.219, 4.138, -1.347], [5.772, 2.298, 0.279], [4.085, 2.736, 1.546], [4.351, 2.897, 2.433], [-0.370, 2.829, -1.606], [5.785, 4.201, 4.813], [6.053, 4.650, 5.954], [6.826, 4.326, 4.002], [4.744, 3.684, 4.349], [7.359, 4.737, 4.713], [-5.108, -0.784, -4.403], [2.068, 3.739, 0.416], [1.870, 6.911, 5.135], [1.975, 7.396, 3.807], [3.534, 7.621, 3.091], [4.254, 7.344, 4.417], [3.258, 9.254, 3.022], [1.940, 9.784, 3.002], [5.093, 7.846, 2.376], [5.227, 8.775, 1.320], [0.810, 6.737, 5.351], [2.397, 5.959, 5.243], [2.244, 7.654, 5.844], [1.556, 9.835, 4.027], [1.271, 9.198, 2.368], [1.978, 10.807, 2.606], [5.236, 9.795, 1.715], [4.415, 8.654, 0.599], [6.180, 8.601, 0.820]],
  "multiplicity": 1,
  "total_energy_ev": -585704.0584
}

---

[2]
{
  "formula": "C28H33BrHfN5O2S",
  "method": "wB97M-V/def2-TZVPD",
  "species": ["Hf", "C", "C", "C", "C", "C", "C", "C", "C", "C", "C", "C", "C", "H", "H", "H", "H", "H", "H", "H", "H", "H", "H", "H", "H", "H", "H", "H", "H", "H", "H", "N", "C", "C", "C", "C", "C", "C", "S", "O", "O", "N", "C", "N", "C", "C", "C", "N", "H", "H", "H", "H", "H", "H", "H", "H", "H", "C", "C", "C", "C", "C", "Br", "N", "C", "H", "H", "H", "H", "H", "H"],
  "positions_angstrom": [[0.182, 0.599, -0.295], [-1.790, 3.956, 0.027], [-1.105, 2.831, 0.742], [-1.857, 1.657, 1.018], [-3.277, 1.615, 0.519], [-1.285, 0.610, 1.787], [-2.070, -0.612, 2.205], [0.045, 0.748, 2.257], [0.658, -0.335, 3.108], [0.780, 1.932, 2.006], [2.094, 2.125, 2.711], [0.231, 2.950, 1.189], [1.053, 4.156, 0.837], [-2.137, 3.653, -0.960], [-1.163, 4.832, -0.080], [-2.673, 4.251, 0.599], [-3.886, 2.299, 1.116], [-3.733, 0.636, 0.585], [-3.345, 1.959, -0.512], [-1.587, -1.540, 1.896], [-3.082, -0.618, 1.823], [-2.131, -0.636, 3.295], [0.472, -0.124, 4.165], [1.739, -0.383, 2.986], [0.237, -1.315, 2.902], [2.861, 1.424, 2.384], [1.945, 1.949, 3.778], [2.481, 3.130, 2.599], [0.898, 4.948, 1.575], [0.790, 4.545, -0.140], [2.114, 3.924, 0.813], [1.781, 3.901, -7.778], [1.520, 3.381, -6.585], [2.007, 2.089, -6.237], [1.736, 1.555, -5.017], [0.950, 2.283, -4.089], [0.472, 3.575, -4.416], [0.742, 4.105, -5.637], [0.689, 1.649, -2.576], [-0.643, 1.964, -1.964], [0.836, 0.161, -2.515], [1.539, 2.073, -1.242], [2.742, 1.398, -1.001], [2.523, 0.466, -0.055], [3.603, -0.237, 0.345], [4.839, 0.011, -0.207], [4.921, 0.979, -1.209], [3.866, 1.689, -1.608], [2.328, 3.407, -8.464], [1.442, 4.813, -8.039], [2.589, 1.532, -6.959], [2.100, 0.568, -4.763], [-0.125, 4.133, -3.706], [0.362, 5.082, -5.904], [3.477, -0.967, 1.132], [5.714, -0.528, 0.122], [5.869, 1.205, -1.683], [2.075, -4.916, 0.496], [1.047, -3.968, -0.039], [-0.011, -4.418, -0.836], [-0.965, -3.536, -1.316], [-0.807, -2.211, -0.978], [-2.064, -0.881, -1.466], [0.194, -1.727, -0.244], [1.104, -2.611, 0.222], [1.597, -5.802, 0.913], [2.680, -4.459, 1.278], [2.739, -5.243, -0.306], [-0.096, -5.473, -1.069], [-1.800, -3.865, -1.917], [1.884, -2.204, 0.845]],
  "relative_energy_kj_mol": 29.6,
  "charge": 3,
  "multiplicity": 1
}

---

[3]
{
  "formula": "C28H33F6N5O18",
  "method": "wB97M-V/def2-TZVPD",
  "species": ["C", "C", "O", "C", "O", "O", "F", "H", "H", "H", "C", "C", "O", "C", "O", "O", "F", "H", "H", "H", "C", "C", "O", "C", "O", "O", "F", "H", "H", "H", "C", "C", "O", "C", "O", "O", "F", "H", "H", "H", "C", "C", "O", "C", "O", "O", "F", "H", "H", "H", "C", "C", "O", "C", "O", "O", "F", "H", "H", "H", "C", "C", "N", "H", "H", "H", "C", "C", "N", "H", "H", "H", "C", "C", "N", "H", "H", "H", "C", "C", "N", "H", "H", "H", "C", "C", "N", "H", "H", "H"],
  "positions_angstrom": [[-4.990, -0.377, -5.291], [-5.663, -1.610, -4.840], [-6.921, -1.153, -4.456], [-7.103, 0.110, -4.693], [-8.146, 0.703, -4.423], [-6.029, 0.631, -5.292], [-5.065, -2.049, -3.760], [-4.594, -0.591, -6.284], [-4.196, -0.100, -4.598], [-5.649, -2.433, -5.555], [6.717, 4.302, 1.225], [7.320, 2.953, 1.532], [6.398, 2.021, 0.940], [5.227, 2.564, 0.914], [4.223, 1.981, 0.529], [5.346, 3.872, 1.292], [7.390, 2.836, 2.826], [7.050, 4.731, 0.280], [6.938, 5.042, 1.994], [8.298, 2.770, 1.086], [2.890, 1.892, 5.399], [1.849, 2.772, 4.686], [2.262, 4.063, 5.020], [3.531, 4.038, 5.482], [4.309, 5.030, 5.702], [3.924, 2.757, 5.633], [0.643, 2.518, 5.179], [3.037, 1.011, 4.774], [2.677, 1.666, 6.443], [1.758, 2.709, 3.602], [-6.301, 3.882, 3.272], [-4.960, 3.338, 3.544], [-4.342, 3.305, 2.327], [-5.269, 3.312, 1.345], [-5.072, 3.083, 0.158], [-6.514, 3.576, 1.964], [-5.091, 2.068, 3.928], [-6.383, 4.969, 3.283], [-7.038, 3.466, 3.958], [-4.514, 3.933, 4.341], [-0.821, -0.747, -0.346], [-1.166, -2.165, -0.460], [-0.600, -2.729, 0.691], [-0.472, -1.769, 1.614], [-0.100, -1.841, 2.759], [-0.906, -0.586, 1.094], [-0.605, -2.596, -1.602], [-1.452, -0.053, -0.901], [0.143, -0.571, -0.823], [-2.251, -2.207, -0.554], [-0.855, 2.727, -7.889], [0.428, 2.471, -8.537], [0.599, 1.162, -8.038], [0.005, 1.006, -6.869], [0.060, 0.018, -6.154], [-0.648, 2.108, -6.654], [1.313, 3.353, -8.168], [-1.619, 2.283, -8.527], [-1.075, 3.781, -7.718], [0.320, 2.532, -9.620], [0.250, 5.547, 0.153], [1.472, 6.065, -0.487], [2.382, 6.531, -1.076], [0.437, 5.374, 1.213], [0.115, 4.500, -0.118], [-0.642, 6.149, -0.021], [-1.771, -3.353, 7.410], [-0.715, -4.270, 6.878], [0.088, -5.005, 6.433], [-1.691, -2.384, 6.919], [-1.504, -3.149, 8.447], [-2.733, -3.829, 7.223], [2.433, -7.531, 1.798], [2.456, -8.789, 1.075], [2.539, -9.826, 0.535], [3.049, -6.763, 1.330], [2.922, -7.736, 2.750], [1.473, -7.041, 1.961], [4.135, -2.443, -1.968], [4.477, -2.946, -0.580], [4.690, -3.276, 0.513], [3.765, -1.458, -1.685], [3.371, -3.093, -2.395], [5.077, -2.335, -2.505], [-1.149, -7.599, -1.656], [0.197, -7.171, -2.030], [1.316, -6.888, -2.322], [-1.878, -7.539, -2.464], [-1.463, -6.922, -0.861], [-1.342, -8.585, -1.233]],
  "smiles": "O=C1OC[C@@H](F)O1.O=C1OC[C@@H](F)O1.O=C1OC[C@@H](F)O1.O=C1OC[C@@H](F)O1.O=C1OC[C@@H](F)O1.O=C1OC[C@@H](F)O1.CC#N.CC#N.CC#N.CC#N.CC#N",
  "relative_energy_kj_mol": 525.6,
  "multiplicity": 1
}